# 1
# C26H58Cl6

6 unconnected molecules or ions with the total composition C26H58Cl6 (ωB97M-V with the def2-TZVPD basis set, the OMol25 dataset).

Each line ends with the Löwdin charge.
Cartesian coordinates (Å):
C  -4.16  2.73  0.83  -0.0208
C  -3.79  2.04  -0.56  -0.1443
C  -4.77  2.58  -1.71  -0.1137
C  -4.43  1.90  -3.05  -0.1344
C  -4.81  0.40  -3.21  -0.1414
C  -4.60  -0.25  -4.67  -0.0243
H  -3.78  2.12  1.65  0.0978
H  -5.25  2.68  0.85  0.0792
H  -3.77  3.74  0.84  0.0889
H  -2.76  2.21  -0.85  0.0521
H  -3.82  0.95  -0.52  0.1033
H  -4.84  3.66  -1.77  0.1365
H  -5.81  2.30  -1.56  0.1191
H  -4.83  2.41  -3.93  0.1919
H  -3.38  2.04  -3.32  0.1054
H  -4.16  -0.19  -2.56  0.1157
H  -5.79  0.24  -2.76  0.1221
H  -5.37  0.15  -5.32  0.0811
H  -3.63  0.02  -5.09  0.0812
H  -4.74  -1.33  -4.71  0.0765
C  1.94  -1.20  7.32  -0.1342
C  2.43  -1.94  6.11  -0.2793
C  2.39  -1.15  4.81  -0.2183
C  2.46  -2.01  3.50  -0.2309
C  2.43  -1.30  2.19  -0.3193
C  2.33  -2.18  1.02  -0.1514
H  2.34  -0.19  7.40  0.0704
H  2.09  -1.60  8.32  0.0723
H  0.86  -1.04  7.22  0.0686
H  3.42  -2.30  6.40  0.1099
H  1.77  -2.80  5.98  0.1057
H  3.15  -0.37  4.74  0.1053
H  1.40  -0.69  4.77  0.1070
H  3.37  -2.61  3.60  0.1172
H  1.63  -2.68  3.71  0.1099
H  1.58  -0.62  2.23  0.0852
H  3.35  -0.72  2.15  0.1124
H  1.39  -2.72  0.88  0.0774
H  2.41  -1.50  0.17  0.0281
H  3.21  -2.80  0.86  0.0863
C  2.38  4.66  0.44  -0.1251
C  2.51  4.93  1.90  -0.2653
C  3.80  4.36  2.45  -0.2543
C  3.97  2.84  2.38  -0.2084
C  5.20  2.24  3.16  -0.2393
C  6.54  2.87  2.72  -0.1069
H  2.12  3.64  0.15  0.0497
H  3.31  4.89  -0.08  0.0777
H  1.71  5.30  -0.13  0.0674
H  2.54  5.99  2.13  0.1144
H  1.76  4.36  2.45  0.1073
H  3.78  4.66  3.49  0.1123
H  4.68  4.88  2.05  0.1044
H  3.09  2.29  2.72  0.1029
H  4.21  2.68  1.32  0.0997
H  5.04  2.47  4.21  0.0976
H  5.21  1.15  3.06  0.0860
H  6.46  3.96  2.64  0.0544
H  7.36  2.59  3.39  0.0703
H  6.80  2.64  1.69  0.0687
C  -3.76  -7.39  -4.43  -0.1137
C  -2.85  -6.25  -3.89  -0.2597
C  -3.63  -5.28  -2.99  -0.1961
C  -2.73  -4.13  -2.26  -0.1766
C  -3.36  -3.03  -1.34  -0.2529
C  -2.42  -1.90  -0.84  -0.1525
H  -4.37  -7.96  -3.73  0.0710
H  -3.15  -8.00  -5.10  0.0682
H  -4.50  -6.93  -5.09  0.0626
H  -2.00  -6.64  -3.32  0.0998
H  -2.42  -5.86  -4.82  0.1038
H  -4.22  -5.66  -2.16  0.1033
H  -4.45  -4.86  -3.57  0.0924
H  -2.01  -4.65  -1.63  0.1014
H  -2.17  -3.60  -3.03  0.0971
H  -4.17  -2.56  -1.88  0.0762
H  -3.84  -3.44  -0.45  0.1038
H  -1.53  -2.35  -0.42  0.0539
H  -1.98  -1.22  -1.58  0.0325
H  -2.86  -1.27  -0.06  0.0567
C  0.83  1.13  -1.66  -1.4941
Cl  0.24  0.12  -0.27  0.5806
Cl  -0.56  1.97  -2.36  0.5162
Cl  1.53  0.15  -2.93  0.5616
H  1.60  1.80  -1.27  -0.0046
C  3.81  3.21  -4.56  -1.4843
Cl  3.62  3.63  -6.33  0.4798
Cl  2.22  3.44  -3.69  0.4746
Cl  5.19  4.00  -3.92  0.5874
H  3.98  2.13  -4.51  0.0039

Results
- LUMO (alpha / beta): -0.085 / -0.372 hartree
- ⟨S²⟩: 0.75
- Spin multiplicity: 2
- HOMO level (alpha / beta): -12.4 / -12.4 eV
- Molar mass: 583.47 g mol⁻¹
- Largest force on an atom: 0.0760 Eh/bohr
- Net charge: +1

***

# 2
# C26H58O19S7

11 unconnected molecules or ions with the total composition C26H58O19S7 (ωB97M-V with the def2-TZVPD basis set, the OMol25 dataset).

Each line ends with the Löwdin charge.
Cartesian coordinates (Å):
C  2.63  -16.27  -3.65  -0.2061
S  3.34  -17.63  -4.69  0.8634
O  4.77  -17.69  -4.19  -0.5740
C  2.63  -19.01  -3.85  -0.2686
H  3.06  -16.57  -2.70  0.0284
H  1.55  -16.40  -3.59  0.0579
H  3.01  -15.27  -3.83  0.0617
H  1.54  -18.99  -3.88  0.0580
H  2.90  -18.94  -2.80  0.0619
H  3.09  -19.89  -4.30  0.0337
C  4.98  -23.50  0.26  -0.2566
S  3.69  -22.79  1.31  0.8107
O  2.52  -23.71  1.04  -0.5589
C  4.21  -23.22  3.01  -0.2556
H  4.47  -23.50  -0.70  0.0156
H  5.17  -24.53  0.56  0.0408
H  5.87  -22.93  0.00  0.0576
H  5.25  -23.05  3.30  0.0528
H  4.09  -24.30  3.06  0.0479
H  3.49  -22.78  3.71  0.0467
C  4.45  -24.19  -6.77  -0.2210
S  3.09  -22.96  -6.84  0.8407
O  3.54  -21.63  -6.26  -0.5777
C  2.82  -22.77  -8.66  -0.2419
H  5.34  -23.64  -7.08  0.0362
H  4.36  -24.94  -7.56  0.0562
H  4.69  -24.59  -5.79  0.0592
H  2.78  -23.72  -9.19  0.0527
H  3.56  -22.18  -9.19  0.0264
H  1.90  -22.24  -8.91  0.0488
C  8.50  -20.43  -10.01  -0.2412
S  8.28  -22.11  -9.33  0.8597
O  8.28  -21.91  -7.83  -0.5694
C  6.55  -22.35  -9.82  -0.2725
H  8.01  -20.37  -10.98  0.0500
H  9.54  -20.11  -9.94  0.0606
H  7.82  -19.76  -9.49  0.0088
H  6.35  -22.09  -10.86  0.0557
H  5.78  -21.90  -9.19  0.0247
H  6.34  -23.42  -9.82  0.0442
C  4.08  -17.06  -8.97  -0.2449
S  5.64  -18.01  -9.11  0.8484
O  6.71  -17.06  -8.53  -0.5700
C  5.32  -19.20  -7.82  -0.2692
H  3.18  -17.68  -8.92  0.0500
H  4.10  -16.32  -9.77  0.0472
H  4.03  -16.52  -8.03  0.0469
H  6.12  -19.93  -7.90  0.0249
H  4.29  -19.51  -8.00  0.0440
H  5.37  -18.79  -6.82  0.0448
C  8.08  -26.54  0.21  -0.2650
S  7.32  -27.78  -0.89  0.8254
O  7.51  -29.13  -0.21  -0.5808
C  5.56  -27.23  -0.64  -0.2413
H  7.92  -26.87  1.24  0.0569
H  7.86  -25.51  -0.08  0.0464
H  9.12  -26.71  -0.08  0.0265
H  5.49  -27.08  0.44  0.0408
H  4.92  -27.99  -1.08  0.0482
H  5.49  -26.27  -1.15  0.0215
C  -0.32  -21.80  -3.07  -0.2784
S  0.89  -22.97  -3.68  0.8250
O  0.52  -24.36  -3.17  -0.5660
C  2.17  -22.58  -2.38  -0.2344
H  -0.43  -21.84  -1.99  0.0614
H  -1.29  -21.85  -3.58  0.0548
H  0.07  -20.79  -3.15  0.0263
H  2.47  -21.54  -2.30  0.0379
H  3.04  -23.23  -2.49  0.0378
H  1.66  -22.85  -1.45  0.0426
C  10.23  -22.52  -4.20  -0.1032
C  9.91  -21.91  -2.80  -0.1054
O  9.73  -23.02  -1.94  0.0688
C  10.17  -24.11  -2.61  -0.4752
O  10.20  -25.28  -2.10  0.0615
O  10.59  -23.82  -3.86  0.0630
H  11.08  -22.17  -4.78  0.1384
H  9.30  -22.59  -4.77  0.1124
H  8.88  -21.59  -2.89  0.0975
H  10.60  -21.11  -2.52  0.1320
C  7.56  -16.16  -4.18  -0.1396
C  7.69  -17.04  -5.42  -0.1055
O  7.80  -18.34  -4.81  0.0259
C  8.36  -18.15  -3.55  -0.5422
O  8.71  -19.09  -2.92  0.1503
O  8.22  -16.88  -3.21  0.0686
H  6.56  -15.93  -3.83  0.1173
H  8.08  -15.21  -4.33  0.1367
H  8.54  -16.83  -6.07  0.1348
H  6.83  -17.05  -6.09  0.0931
C  6.35  -17.00  -0.46  -0.0540
C  5.38  -18.06  -1.07  -0.0624
O  4.08  -17.54  -0.57  0.0210
C  4.22  -16.57  0.37  -0.5840
O  3.33  -16.10  1.08  0.1151
O  5.48  -16.26  0.45  0.0794
H  7.01  -16.42  -1.10  0.1183
H  6.98  -17.61  0.19  0.1271
H  5.61  -19.08  -0.77  0.1266
H  5.41  -17.99  -2.15  0.0772
C  6.55  -21.34  -4.87  -0.1268
C  6.00  -20.83  -3.56  -0.1411
O  5.40  -21.95  -2.96  0.0242
C  6.17  -23.05  -3.43  -0.4404
O  6.34  -24.15  -2.92  0.1196
O  6.89  -22.67  -4.54  0.0213
H  7.47  -20.88  -5.23  0.1208
H  5.85  -21.31  -5.71  0.0960
H  5.20  -20.13  -3.81  0.0934
H  6.62  -20.31  -2.83  0.1144

Results
- LUMO: -0.011 hartree
- HOMO level: -8.0 eV
- Molar mass: 899.20 g mol⁻¹
- Largest force on an atom: 0.1179 Eh/bohr
- Net charge: 0